Entry 1:
# C6H7ClO

One molecule with the formula C6H7ClO at a distorted geometry (ωB97M-V with the def2-TZVPD basis set, the OMol25 dataset).

Each line ends with the natural charge from an NBO analysis.
Element x y z (Å)
C  -0.1810  -0.9229  1.5219  0.113
C  -0.3265  0.5816  1.5134  -0.414
C  0.2613  -0.1453  0.3274  -0.200
C  -0.4441  -0.4339  -0.9822  -0.351
C  1.6704  0.0701  0.1661  -0.014
C  2.8004  0.4588  -0.0517  -0.217
H  -1.6245  -1.9536  2.2939  0.483
H  0.6375  -1.3391  2.0621  0.188
H  -1.2435  1.0414  1.4809  0.232
H  0.4466  1.2646  1.9900  0.237
H  -1.3700  -0.9658  -0.8534  0.238
H  0.1485  -1.0157  -1.7202  0.233
H  3.7919  0.8125  -0.3046  0.243
O  -1.3225  -1.7457  1.3981  -0.703
Cl  -0.7582  1.0865  -1.8296  -0.067

- ΔE to the lowest compared entry with this formula, charge and spin (kJ/mol) = 317.4
- max |F| (eV Å⁻¹) = 3.0
- SMILES string = C#C[C@]1(CCl)C[C@H]1O
- LUMO (eV) = 0.663
- multiplicity = 1
- HOMO-LUMO gap (eV) = 10.3



Entry 2:
# C6H7ClO

One molecule with the formula C6H7ClO at a distorted geometry (ωB97M-V with the def2-TZVPD basis set, the OMol25 dataset).

Each line ends with the natural charge from an NBO analysis.
Element x y z (Å)
C  -1.7605  0.7937  0.4290  -0.630
C  -0.2532  0.7000  0.3026  -0.088
C  0.6758  1.6429  0.6670  0.078
C  1.7881  -0.1092  -0.0254  0.224
C  0.4792  -0.4536  -0.2077  -0.120
C  0.0260  -1.7345  -0.7959  -0.630
H  -2.0827  1.7825  0.1809  0.222
H  -2.2504  0.1135  -0.2386  0.217
H  -2.0945  0.5992  1.4544  0.221
H  0.6410  2.6513  1.1570  0.213
H  -0.4008  -1.5895  -1.8077  0.218
H  -0.7364  -2.2016  -0.2596  0.219
H  0.8152  -2.4356  -0.9102  0.232
O  1.9243  1.1380  0.5182  -0.415
Cl  3.2289  -0.8972  -0.4641  0.038

- ΔE to the lowest compared entry with this formula, charge and spin (kJ/mol) = 77.8
- max |F| (eV Å⁻¹) = 2.0
- SMILES string = Cc1coc(Cl)c1C
- LUMO (eV) = 0.876
- multiplicity = 1
- HOMO-LUMO gap (eV) = 9.3



Listing HOMO level for the structures above in their given order: -9.7; -8.4 eV.
Listing E for the structures above in their given order: -768.1433; -768.2346 hartree.